[1]
Computed, not measured: C3H8AlClF3NO2PS as an isolated structure at a distorted geometry, with ωB97M-V with the def2-TZVPD basis set.

Each line ends with the natural charge from an NBO analysis.
Atoms and positions in Å:
C  -0.006  2.193  -1.547  -0.364
N  -0.726  1.460  -0.485  -0.460
C  -0.100  1.088  0.698  -0.357
P  -1.034  -0.427  1.627  0.566
Cl  -1.522  0.765  3.225  -0.045
S  -0.541  -1.899  -0.225  1.726
O  -1.225  -3.065  0.193  -0.647
O  -1.041  -1.299  -1.414  -0.661
C  1.371  -2.450  -0.391  0.971
F  1.709  -2.233  -1.601  -0.204
F  1.386  -3.678  -0.085  -0.176
F  2.021  -1.737  0.496  -0.273
H  1.102  2.067  -1.502  0.040
H  -0.304  1.843  -2.528  0.294
H  -0.209  3.255  -1.445  0.289
H  -1.615  1.922  -0.298  0.439
H  -0.199  1.902  1.421  0.334
H  1.016  0.946  0.560  0.128
H  -0.286  -1.275  2.462  0.148
H  -2.395  -0.750  1.431  0.197
Al  2.599  1.372  -0.591  1.056

**Multiplicity**: 1
**HOMO**: -22.24 eV
**Charge**: +3

[2]
Computed, not measured: C21H39AsF9GeMgN2O2Te as an isolated structure at a distorted geometry, with ωB97M-V with the def2-TZVPD basis set.

Each line ends with the Mulliken charge.
Atoms and positions in Å:
Mg  0.402  -0.092  0.526  0.926
C  3.071  0.089  2.155  -1.136
N  2.288  -0.827  1.316  0.529
C  2.204  -2.144  1.954  -1.128
C  2.927  -0.974  -0.016  -1.179
C  2.963  0.359  -0.775  -1.073
N  1.684  1.041  -0.564  0.375
C  1.453  2.257  -0.974  -0.245
C  0.161  2.816  -0.629  0.209
F  -0.447  2.133  0.426  -0.337
C  -0.052  4.227  -0.652  0.073
F  -1.162  4.688  -0.080  -0.395
C  0.813  5.055  -1.284  -0.567
C  1.989  4.468  -1.806  0.314
F  2.845  5.260  -2.443  -0.373
C  2.299  3.146  -1.696  0.325
F  3.469  2.702  -2.181  -0.368
H  4.118  -0.225  2.214  0.356
H  2.658  0.093  3.164  0.328
H  3.028  1.102  1.758  0.260
H  3.196  -2.594  2.070  0.458
H  1.576  -2.803  1.354  0.317
H  1.759  -2.031  2.943  0.093
H  2.345  -1.711  -0.571  0.445
H  3.949  -1.353  0.099  0.503
H  3.144  0.147  -1.829  0.488
H  3.796  0.971  -0.423  0.555
H  0.614  6.107  -1.414  0.537
F  -2.551  -1.181  -1.774  -0.398
Te  -1.949  -1.770  -0.075  1.638
F  -1.751  -2.973  1.394  -0.429
F  -3.718  -1.858  0.500  -0.363
F  -2.308  0.106  0.183  -0.308
F  -2.189  -3.396  -0.942  -0.313
O  -0.192  -1.588  -0.536  -0.900
C  -0.981  0.501  4.458  -1.109
As  -1.600  -0.964  3.411  0.654
C  -3.496  -0.887  3.323  -1.165
C  -1.060  -2.584  4.241  -1.046
O  -0.902  -0.744  1.873  -0.035
H  -1.421  0.454  5.454  0.473
H  -1.278  1.427  3.967  0.363
H  0.105  0.455  4.536  0.317
H  -3.846  -0.640  4.326  0.506
H  -3.886  -1.848  2.997  0.374
H  -3.784  -0.116  2.611  0.292
H  -1.276  -2.493  5.306  0.450
H  0.005  -2.734  4.088  0.283
H  -1.617  -3.408  3.801  0.351
C  -0.446  5.947  -4.985  -1.677
C  -1.036  4.640  -4.475  0.457
C  -0.102  3.454  -4.677  -0.669
C  -0.686  2.120  -4.199  -1.024
Ge  -1.206  1.890  -2.337  1.357
C  -2.884  2.534  -1.642  -0.706
C  -4.133  1.775  -2.132  -0.745
C  -4.493  1.967  -3.601  -0.182
C  -4.833  3.407  -3.962  -1.164
H  -1.112  6.789  -4.798  0.417
H  -0.271  5.899  -6.060  0.400
H  0.511  6.166  -4.511  0.294
H  -1.977  4.437  -4.992  0.272
H  -1.289  4.741  -3.414  -0.008
H  0.863  3.640  -4.204  0.098
H  0.105  3.361  -5.747  0.586
H  0.002  1.293  -4.381  0.474
H  -1.589  1.910  -4.777  0.502
H  -0.498  0.666  -1.796  -0.845
H  -2.931  3.598  -1.885  0.898
H  -2.805  2.440  -0.559  0.361
H  -4.974  2.120  -1.523  0.528
H  -4.011  0.712  -1.915  0.061
H  -5.349  1.327  -3.823  0.439
H  -3.685  1.597  -4.241  0.099
H  -5.630  3.786  -3.320  0.363
H  -5.174  3.487  -4.993  0.386
H  -3.978  4.077  -3.851  0.105

**Multiplicity**: 1
**HOMO**: -11.26 eV
**Charge**: +1

Number 1: DFT total energy -2064.6380 a.u., LUMO energy -16.78 eV. Number 2: DFT total energy -6763.0259 a.u., LUMO energy -3.21 eV.